1.
C4H6N2 | ωB97M-V/def2-TZVPD

Computed properties:
Energy above the lowest of the compared OMol25 structures with the same formula, charge and spin, kJ/mol: 619.5
Gap between HOMO and LUMO (alpha / beta), eV: 7.178 / 7.177
Multiplicity: 1
E, eV: -7219.1708
LUMO (alpha / beta), eV: -0.33 / -0.33

The geometry in XYZ format:
```
12
C4H6N2 | the OMol25 dataset | ωB97M-V/def2-TZVPD
C 0.72 -0.59 -0.90
C -0.14 0.36 -0.53
C -1.35 1.44 1.14
C 1.13 -1.66 -0.02
N -0.35 -0.59 1.58
N -0.64 0.37 0.81
H 1.11 -0.56 -1.91
H -0.48 1.15 -1.18
H -1.74 1.50 2.14
H -1.58 2.18 0.41
H 0.67 -2.62 -0.12
H 2.06 -1.60 0.52
```

---

2.
C16H34OP2Re | ωB97M-V/def2-TZVPD

Computed properties:
Energy above the lowest of the compared OMol25 structures with the same formula, charge and spin, kJ/mol: 190.3
Gap between HOMO and LUMO (alpha / beta), eV: 6.078 / 6.508
Multiplicity: 4
Net charge: +2
Expectation value of S²: 3.785
E, eV: -39875.7480
LUMO (alpha / beta), eV: -6.69 / -7.45

The geometry in XYZ format:
```
54
C16H34OP2Re | the OMol25 dataset | ωB97M-V/def2-TZVPD
P -2.44 0.26 -3.07
P -1.07 -2.26 1.60
C -3.06 -1.39 -0.46
C -2.70 -2.03 0.90
H -3.00 -2.22 -1.22
H -4.11 -1.03 -0.49
H -3.12 -1.32 1.61
H -3.14 -3.02 0.97
C -0.29 -3.78 1.24
H 0.58 -3.98 1.88
H 0.02 -3.81 0.20
H -0.99 -4.60 1.40
C -1.34 -1.89 3.38
H -1.69 -2.84 3.86
H -2.20 -1.18 3.44
H -0.45 -1.53 3.95
C -2.06 -0.25 -4.77
H -1.42 0.55 -5.20
H -3.01 -0.46 -5.28
H -1.53 -1.21 -4.69
C -3.64 1.65 -2.90
H -3.82 1.81 -1.83
H -4.61 1.37 -3.35
H -3.16 2.53 -3.36
Re -1.41 -0.73 -1.44
C -4.84 -3.41 -0.58
C -3.83 -4.17 -1.05
C -3.78 -4.78 -2.40
C -4.30 -3.88 -3.54
C -3.93 -2.44 -3.36
C -4.76 -1.49 -2.87
C -6.08 -1.79 -2.21
C -6.13 -3.02 -1.23
C -0.12 0.98 -1.75
H -4.85 -3.13 0.49
H -3.02 -4.45 -0.39
H -4.35 -5.71 -2.37
H -2.75 -5.05 -2.63
H -3.78 -4.19 -4.45
H -5.38 -4.04 -3.71
H -2.96 -2.18 -3.80
H -4.68 -0.43 -3.16
H -6.83 -1.95 -3.00
H -6.41 -0.90 -1.64
H -6.77 -2.70 -0.38
H -6.64 -3.87 -1.73
H -0.18 1.66 -0.87
H -0.40 1.52 -2.69
H 0.92 0.56 -1.80
C 0.80 -0.52 1.07
O -0.31 -1.25 0.51
H 0.53 -0.04 2.01
H 1.11 0.26 0.35
H 1.68 -1.14 1.34
```

---

3.
HN2P | ωB97M-V/def2-TZVPD

Computed properties:
Energy above the lowest of the compared OMol25 structures with the same formula, charge and spin, kJ/mol: 10.9
Gap between HOMO and LUMO, eV: 9.066
Multiplicity: 1
E, eV: -12283.1502
LUMO, eV: 0.59

The geometry in XYZ format:
```
4
HN2P | the OMol25 dataset | ωB97M-V/def2-TZVPD
N 0.95 1.15 0.54
N 0.48 0.18 0.20
P -0.24 -1.15 -0.34
H -1.19 -0.18 -0.40
```

---

4.
C4H8 | ωB97M-V/def2-TZVPD

Computed properties:
Energy above the lowest of the compared OMol25 structures with the same formula, charge and spin, kJ/mol: 171.5
Gap between HOMO and LUMO, eV: 11.035
SMILES string: C=C.C=C
Multiplicity: 1
E, eV: -4275.4154
LUMO, eV: 1.26

The geometry in XYZ format:
```
12
C4H8 | the OMol25 dataset | ωB97M-V/def2-TZVPD
C -1.48 -1.67 0.22
C -1.48 -1.53 1.55
H -0.83 -2.39 -0.27
H -2.20 -1.23 -0.45
H -0.65 -1.99 2.08
H -2.23 -0.92 2.03
C 1.14 1.06 -0.69
C 1.77 2.21 -1.01
H 1.79 0.20 -0.57
H 0.09 1.04 -0.46
H 2.84 2.18 -0.92
H 1.24 3.02 -1.49
```

---

5.
C4H8N2O2S | ωB97M-V/def2-TZVPD

Computed properties:
Energy above the lowest of the compared OMol25 structures with the same formula, charge and spin, kJ/mol: 660.0
Gap between HOMO and LUMO (alpha / beta), eV: 7.867 / 7.868
Multiplicity: 1
E, eV: -22181.5142
LUMO (alpha / beta), eV: -0.06 / -0.06

The geometry in XYZ format:
```
17
C4H8N2O2S | the OMol25 dataset | ωB97M-V/def2-TZVPD
C -0.72 0.26 -1.95
C 0.31 -0.55 -1.11
C 0.53 1.91 -0.25
C 0.47 -2.88 0.43
N 0.37 0.90 -1.27
N -2.54 -0.57 0.24
O -2.73 0.24 0.97
O -1.89 0.35 -1.24
S -0.31 -1.17 0.40
H -0.88 0.49 -2.96
H 1.21 -0.99 -1.51
H 1.42 1.60 0.32
H 0.80 2.69 -0.90
H -0.32 2.13 0.34
H -0.12 -3.61 1.03
H 1.42 -2.91 1.09
H 0.70 -3.11 -0.63
```

---

6.
C11H30F2O13P4 | ωB97M-V/def2-TZVPD

Computed properties:
Energy above the lowest of the compared OMol25 structures with the same formula, charge and spin, kJ/mol: 598.6
Gap between HOMO and LUMO, eV: 8.200
SMILES string: COP(=O)(OC)OC.COP(=O)(OC)OC.COP(=O)(OC)OC.O=C(F)CPF
Multiplicity: 1
E, eV: -81098.5571
LUMO, eV: -1.52

The geometry in XYZ format:
```
60
C11H30F2O13P4 | the OMol25 dataset | ωB97M-V/def2-TZVPD
O 1.92 -2.01 4.10
C 1.66 -1.21 3.32
F 2.47 -0.97 2.29
C 0.35 -0.43 3.43
P -0.97 -1.73 3.04
F -2.26 -0.89 2.48
H 0.28 0.35 2.66
H 0.26 -0.03 4.44
H -1.29 -2.36 4.29
C -4.29 0.99 1.22
O -5.61 1.35 0.79
P -6.68 1.81 2.03
O -7.46 0.54 2.10
O -7.41 2.94 1.11
C -7.25 3.04 -0.30
O -7.31 2.54 3.40
C -6.67 3.75 3.83
H -3.71 0.70 0.35
H -3.80 1.84 1.70
H -4.34 0.15 1.92
H -7.54 2.11 -0.80
H -6.22 3.31 -0.55
H -7.90 3.84 -0.65
H -6.74 4.53 3.07
H -5.62 3.56 4.07
H -7.18 4.10 4.73
C 4.30 -3.29 0.88
O 5.07 -3.90 -0.18
P 5.65 -2.82 -1.35
O 4.65 -3.12 -2.42
O 7.04 -3.64 -1.55
C 7.26 -4.95 -1.05
O 6.35 -1.49 -2.08
C 7.27 -0.72 -1.28
H 3.96 -4.08 1.55
H 4.91 -2.59 1.43
H 3.43 -2.78 0.46
H 6.52 -5.66 -1.44
H 7.26 -4.96 0.04
H 8.25 -5.27 -1.39
H 8.12 -1.34 -0.98
H 6.77 -0.33 -0.39
H 7.63 0.11 -1.87
C -1.17 2.80 -4.12
O 0.09 2.24 -3.71
P 0.15 1.66 -2.12
O 0.88 2.81 -1.51
O 1.13 0.43 -2.50
C 1.83 0.31 -3.74
O -0.24 0.87 -0.69
C -1.17 -0.23 -0.79
H -1.08 3.16 -5.14
H -1.95 2.04 -4.08
H -1.44 3.64 -3.47
H 2.47 1.18 -3.91
H 1.13 0.19 -4.57
H 2.46 -0.58 -3.69
H -0.76 -1.02 -1.43
H -2.12 0.11 -1.20
H -1.32 -0.62 0.21
```